# C13H20BBrF4N3O7PS2Sc

A molecular structure, C13H20BBrF4N3O7PS2Sc at a distorted geometry (ωB97M-V/def2-TZVPD, OMol25).

Calculated values
Energy relative to the best compared isomer or geometry (same formula, charge and spin): 0.0 kJ/mol
Total charge: -2
Kohn-Sham gap (alpha / beta): 0.1394 / 0.2642 Ha
Multiplicity: 2
<S²>: 0.7710

Each line ends with the Mulliken spin population.
CARTESIAN COORDINATES (ANGSTROEM)
Sc1 0.15 0.47 -0.53  0.021
C1 2.14 -5.66 1.76  0.000
C2 3.01 -4.82 0.86  0.001
O1 2.80 -3.43 1.11  0.001
P1 1.94 -2.54 0.03  0.005
S1 0.37 -3.53 -0.56  -0.003
S2 1.97 -0.77 1.01  -0.002
O2 2.97 -2.53 -1.21  -0.003
C3 4.22 -1.83 -1.14  0.001
C4 4.15 -0.53 -1.91  0.000
H1 2.34 -6.73 1.59  0.000
H2 1.09 -5.46 1.54  0.000
H3 2.33 -5.43 2.81  0.000
H4 2.82 -5.05 -0.18  0.000
H5 4.07 -5.01 1.07  0.000
H6 4.96 -2.50 -1.59  0.000
H7 4.50 -1.65 -0.10  0.000
H8 3.84 -0.71 -2.94  0.001
H9 5.13 -0.05 -1.91  0.000
H10 3.42 0.14 -1.46  0.001
Br1 -3.06 -2.77 -6.76  0.010
C5 -1.46 -2.47 -5.73  -0.098
C6 -0.27 -3.00 -6.23  0.327
N1 0.91 -2.83 -5.54  -0.001
C7 0.87 -2.16 -4.41  0.016
C8 -0.30 -1.57 -3.85  0.058
C9 -1.53 -1.77 -4.57  0.246
C10 -0.25 -0.82 -2.66  0.151
O3 0.91 -0.54 -2.08  0.042
O4 -1.31 -0.34 -2.09  0.063
H11 -0.24 -3.56 -7.16  0.032
H12 1.81 -2.07 -3.87  0.058
H13 -2.46 -1.36 -4.18  0.064
C11 -3.82 0.29 2.66  0.000
N2 -3.05 0.01 1.47  0.002
C12 -3.38 0.77 0.27  -0.004
C13 -1.93 -0.69 1.54  0.001
O5 -1.11 -0.78 0.63  -0.002
H14 -3.66 1.32 2.97  0.000
H15 -3.49 -0.36 3.47  0.000
H16 -4.88 0.12 2.47  0.000
H17 -4.45 0.68 0.08  0.000
H18 -2.84 0.37 -0.59  0.005
H19 -3.12 1.82 0.41  0.000
H20 -1.76 -1.19 2.49  0.000
F1 -2.19 2.91 2.23  0.000
B1 -0.94 2.31 2.50  0.000
F2 0.00 3.23 2.93  0.000
F3 -1.10 1.24 3.41  0.000
F4 -0.48 1.73 1.24  -0.001
O6 -0.50 2.21 -1.45  0.001
N3 0.64 2.74 -1.39  0.009
O7 1.49 1.98 -0.86  0.000


# C30H22F2IN4O2PbSe

A molecular structure, C30H22F2IN4O2PbSe (ωB97M-V/def2-TZVPD, OMol25).

Calculated values
Total charge: +1
Kohn-Sham gap: 0.2895 Ha

Each line ends with the Mulliken charge.
CARTESIAN COORDINATES (ANGSTROEM)
Pb1 -1.47 -0.07 -1.26  0.951
C1 3.90 -1.74 -0.22  -1.231
C2 3.70 -0.28 -0.50  0.491
N1 4.80 0.46 -0.55  -0.631
C3 4.70 1.77 -0.69  -1.021
C4 3.50 2.45 -0.70  0.500
C5 3.54 3.96 -0.78  -1.048
O1 3.05 4.60 0.39  -0.517
C6 2.30 1.71 -0.66  0.657
C7 1.08 2.55 -0.58  -1.519
N2 -0.13 2.36 -0.94  0.205
C8 -0.90 3.57 -1.00  0.199
C9 -0.31 4.72 -1.53  0.029
C10 -0.99 5.92 -1.61  -0.840
C11 -2.31 6.00 -1.18  -0.602
C12 -2.93 4.86 -0.69  -0.714
C13 -2.24 3.66 -0.61  0.075
I1 -3.35 2.05 0.14  0.136
C14 2.43 0.32 -0.64  0.351
O2 1.29 -0.46 -0.66  -0.218
H1 4.88 -1.84 0.25  0.453
H2 3.91 -2.33 -1.14  0.308
H3 3.14 -2.14 0.43  0.312
H4 5.63 2.32 -0.77  0.379
H5 2.93 4.33 -1.61  0.248
H6 4.57 4.27 -1.00  0.466
H7 3.71 4.54 1.09  0.342
H8 1.34 3.53 -0.17  1.615
H9 0.70 4.66 -1.92  0.485
H10 -0.50 6.79 -2.03  0.406
H11 -2.86 6.93 -1.24  0.402
H12 -3.96 4.91 -0.36  0.385
F1 0.89 0.14 3.80  -0.364
C15 -0.06 -0.43 3.05  0.388
C16 -0.25 0.00 1.75  -0.788
C17 -1.23 -0.59 0.96  0.645
C18 -2.05 -1.59 1.50  -0.259
C19 -1.79 -2.01 2.80  0.477
F2 -2.48 -3.03 3.35  -0.394
C20 -0.80 -1.46 3.60  -0.754
C21 -3.16 -2.14 0.67  0.422
C22 -4.20 -2.94 1.16  -0.878
C23 -5.19 -3.37 0.29  -0.406
C24 -5.15 -3.01 -1.04  -0.831
C25 -4.10 -2.21 -1.45  -0.226
N3 -3.14 -1.79 -0.62  -0.066
H13 0.39 0.79 1.39  0.408
H14 -0.64 -1.82 4.60  0.548
H15 -4.24 -3.21 2.20  0.546
H16 -6.00 -3.98 0.67  0.449
H17 -5.90 -3.33 -1.75  0.423
H18 -4.02 -1.89 -2.49  0.443
Se1 1.14 -1.79 -1.91  0.228
C26 1.02 -3.31 -0.76  0.555
C27 0.80 -3.21 0.60  -0.088
C28 0.67 -4.39 1.32  -0.621
N4 0.73 -5.60 0.78  -0.602
C29 0.94 -5.68 -0.53  -0.463
C30 1.11 -4.57 -1.35  -0.655
H19 0.75 -2.25 1.10  0.541
H20 0.50 -4.35 2.39  0.439
H21 1.00 -6.67 -0.96  0.416
H22 1.30 -4.70 -2.41  0.415


# C20H29N3OP2Y

A molecular structure, C20H29N3OP2Y at a distorted geometry (ωB97M-V/def2-TZVPD, OMol25).

Calculated values
Total charge: +1
Kohn-Sham gap (alpha / beta): 0.2624 / 0.2623 Ha

Each line ends with the Mulliken charge.
CARTESIAN COORDINATES (ANGSTROEM)
C1 -1.48 3.28 -2.32  -0.395
C2 -1.28 1.93 -2.06  -0.023
C3 0.02 1.37 -2.29  0.040
C4 1.09 2.21 -2.77  1.045
C5 0.82 3.58 -3.01  -0.873
C6 -0.43 4.11 -2.77  -0.834
C7 2.36 1.64 -2.91  -0.861
C8 2.58 0.28 -2.66  0.936
C9 1.46 -0.50 -2.20  0.135
C10 1.64 -1.89 -1.89  0.081
C11 2.91 -2.45 -1.99  -0.377
C12 4.01 -1.68 -2.41  -0.871
C13 3.85 -0.34 -2.74  -0.875
H1 -2.46 3.71 -2.13  0.424
H2 1.65 4.20 -3.37  0.433
H3 -0.64 5.17 -2.94  0.390
H4 3.19 2.26 -3.23  0.439
H5 3.04 -3.49 -1.72  0.443
H6 4.99 -2.15 -2.45  0.384
H7 4.69 0.27 -3.09  0.431
N1 0.29 0.10 -1.87  -0.222
Y1 0.43 0.31 1.46  -0.079
C14 -2.36 1.06 -1.45  -1.153
H8 -2.30 0.04 -1.85  0.405
H9 -3.36 1.49 -1.63  0.718
C15 0.47 -2.67 -1.35  -1.296
H10 -0.45 -2.42 -1.90  0.437
H11 0.64 -3.76 -1.41  0.715
P1 -2.11 0.89 0.38  1.053
P2 0.14 -2.25 0.42  1.110
C16 1.44 -3.28 1.20  -1.319
H12 1.29 -3.27 2.29  0.345
H13 1.34 -4.31 0.83  0.407
H14 2.44 -2.90 0.95  0.431
C17 -1.32 -3.32 0.69  -1.334
H15 -1.07 -4.34 0.39  0.421
H16 -1.57 -3.31 1.75  0.379
H17 -2.17 -2.97 0.10  0.315
C18 -2.57 2.60 0.90  -1.305
H18 -3.53 2.89 0.45  0.422
H19 -2.64 2.61 2.00  0.369
H20 -1.78 3.29 0.59  0.376
C19 -3.65 0.01 0.80  -1.268
H21 -3.71 -0.08 1.89  0.374
H22 -4.52 0.56 0.43  0.411
H23 -3.65 -1.00 0.37  0.317
H24 1.80 1.10 0.35  -0.064
H25 0.14 2.09 2.28  -0.230
N2 0.03 1.10 5.32  -0.369
C20 0.11 -0.12 4.76  0.672
N3 0.04 -1.20 5.56  -0.373
O1 0.28 -0.28 3.51  -0.548
H26 -0.12 1.16 6.32  0.196
H27 0.06 1.92 4.74  0.219
H28 0.07 -2.11 5.13  0.205
H29 -0.12 -1.12 6.55  0.190


Look up the total charge of the third one. +1